Here is C23H47NO6PY as an isolated structure from OMol25. Energies are from the ωB97M-V functional and the def2-TZVPD basis.

CARTESIAN COORDINATES (ANGSTROEM)
Y  0.612  -0.969  -0.091
C  1.973  -2.627  2.378
C  2.798  -1.375  2.260
O  2.790  -0.860  0.906
C  3.892  -1.243  0.067
C  3.729  -0.502  -1.231
O  2.458  -0.791  -1.858
C  2.497  -1.599  -3.046
C  2.687  -3.098  -2.783
O  1.569  -3.093  -0.683
C  -0.166  -4.972  -1.278
C  -1.318  -4.009  -1.105
O  -1.106  -2.902  -0.220
C  -1.471  -3.081  1.163
C  -0.278  -3.415  2.015
O  0.651  -2.328  1.909
H  1.946  -2.916  3.430
H  2.381  -3.452  1.791
H  3.819  -1.584  2.575
H  2.387  -0.585  2.881
H  3.893  -2.324  -0.067
H  4.828  -0.934  0.535
H  4.545  -0.752  -1.909
H  3.747  0.571  -1.049
H  3.294  -1.235  -3.693
H  1.553  -1.420  -3.560
H  3.672  -3.293  -2.357
H  2.615  -3.635  -3.727
H  0.320  -5.228  -0.342
H  -0.547  -5.876  -1.742
H  -2.172  -4.580  -0.741
H  -1.599  -3.593  -2.073
H  -2.234  -3.852  1.265
H  -1.894  -2.129  1.484
H  0.216  -4.336  1.699
H  -0.590  -3.523  3.055
C  -2.284  1.824  2.902
C  -2.587  2.160  1.425
C  -3.658  1.147  0.975
C  -3.188  3.571  1.350
P  -1.038  1.859  0.408
N  -0.375  0.477  0.841
C  -1.478  1.731  -1.421
C  -2.463  2.788  -1.941
C  -0.206  1.819  -2.280
C  -2.056  0.338  -1.728
C  0.200  3.238  0.659
C  0.310  3.502  2.174
C  -0.150  4.561  -0.040
C  1.606  2.789  0.219
H  -3.233  1.596  3.395
H  -1.840  2.659  3.436
H  -1.633  0.955  3.007
H  -4.485  1.193  1.687
H  -3.281  0.121  0.978
H  -4.074  1.371  -0.005
H  -4.096  3.590  1.961
H  -3.477  3.864  0.341
H  -2.525  4.332  1.755
H  -2.142  3.805  -1.723
H  -3.465  2.655  -1.540
H  -2.538  2.700  -3.029
H  0.227  2.813  -2.310
H  -0.463  1.544  -3.307
H  0.594  1.142  -1.964
H  -2.986  0.112  -1.217
H  -1.376  -0.476  -1.462
H  -2.219  0.255  -2.805
H  -0.569  3.996  2.577
H  1.158  4.173  2.335
H  0.492  2.589  2.744
H  -1.144  4.926  0.212
H  -0.073  4.508  -1.125
H  0.562  5.323  0.290
H  1.851  1.799  0.608
H  2.334  3.481  0.650
H  1.750  2.808  -0.859
O  0.849  -4.512  -2.228
C  1.671  -3.589  -1.802

Summary:
HOMO energy   -13.797 eV
Net charge   +2
Orbital gap   8.71 eV
Energy   -1790.04817 Eh

Atomic partial charges in e from the Mulliken method, atoms 1 to 2:
1. Y 0.03
2. C -0.70

---

Here is C23H48AlNOP3S as an isolated structure from OMol25. Energies are from the ωB97M-V functional and the def2-TZVPD basis.

CARTESIAN COORDINATES (ANGSTROEM)
Al  0.072  0.667  0.151
P  1.912  2.214  0.311
P  -1.891  1.210  1.673
P  -0.973  1.853  -1.608
H  0.550  -3.453  -6.488
C  0.665  -2.687  -7.265
C  1.898  -2.208  -7.481
H  2.718  -2.328  -6.764
C  3.220  1.235  1.134
C  1.316  3.429  1.551
C  2.698  3.125  -1.035
C  -3.300  0.046  1.343
C  -1.467  0.852  3.403
C  -2.618  2.909  1.826
C  -0.127  1.646  -3.175
C  -0.982  3.631  -1.253
C  -2.707  1.415  -1.904
H  -0.190  -2.458  -7.936
H  2.121  -1.723  -8.468
H  3.351  0.304  0.568
H  2.943  0.982  2.163
H  4.166  1.786  1.148
H  0.924  2.896  2.433
H  0.512  4.050  1.124
H  2.146  4.078  1.861
H  2.520  2.607  -1.987
H  3.788  3.174  -0.891
H  2.323  4.156  -1.118
H  -4.042  0.170  2.155
H  -2.907  -0.992  1.347
H  -3.765  0.265  0.363
H  -2.218  1.318  4.060
H  -0.473  1.271  3.631
H  -1.457  -0.236  3.564
H  -3.326  2.873  2.678
H  -3.141  3.201  0.894
H  -1.790  3.612  2.054
H  -0.779  2.034  -3.965
H  0.104  0.594  -3.382
H  0.812  2.206  -3.166
H  -1.726  4.092  -1.915
H  0.002  4.074  -1.443
H  -1.264  3.852  -0.216
H  -2.998  1.859  -2.867
H  -3.358  1.802  -1.109
H  -2.824  0.323  -1.958
C  -0.352  -2.199  -2.201
C  -1.671  -2.070  -2.670
C  -1.905  -2.137  -4.056
C  -0.857  -2.297  -4.959
C  0.455  -2.225  -4.483
C  0.694  -2.004  -3.135
S  0.109  -2.597  -0.553
H  -0.507  -3.772  -0.118
H  -2.453  -1.982  -1.925
H  -2.890  -2.110  -4.517
H  -1.079  -2.463  -6.024
H  1.315  -2.381  -5.138
H  1.731  -1.902  -2.817
O  0.540  -0.458  1.654
C  0.743  -1.416  2.501
C  2.070  -1.619  3.098
C  2.103  -0.924  4.444
C  1.489  -1.768  5.548
C  0.003  -2.153  5.344
C  -0.280  -3.014  4.132
N  -0.281  -2.184  2.886
H  2.212  -2.687  3.190
H  2.831  -1.273  2.400
H  3.136  -0.670  4.674
H  1.566  0.036  4.383
H  2.076  -2.679  5.718
H  1.566  -1.222  6.499
H  -0.319  -2.720  6.220
H  -0.616  -1.249  5.355
H  0.468  -3.822  4.052
H  -1.258  -3.491  4.225
H  -1.076  -2.271  2.234

Summary:
HOMO energy   -15.339 eV
Net charge   +3
Orbital gap   5.35 eV
Energy   -2698.94740 Eh

Atomic partial charges in e from the Mulliken method, atoms 1 to 2:
1. Al -0.71
2. P 1.16